[1]
17
Properties=species:S:1:pos:R:3:forces:R:3 method="wB97M-V/def2-TZVPD" e_lumo_ev=0.64 spin_multiplicity=1 orbital_gap_ev=9.10 e_homo_ev=-8.46
C 1.2183 -1.8279 -0.2130 -1.7 0.5 -0.5
H 1.8354 -2.3332 0.4643 0.4 -1.5 1.0
H 0.2378 2.2415 1.2247 1.2 -1.1 -3.0
H 1.3083 -2.3286 -1.2144 0.2 1.2 0.7
S -0.6649 -1.9524 0.2083 1.9 0.9 -0.7
N -1.8223 0.5109 -0.0535 -1.4 0.4 -0.9
C -0.7467 -0.1642 -0.0898 -1.5 -1.4 1.3
N 0.4444 0.4256 -0.0347 2.6 1.0 0.4
H 2.3861 -0.0767 -0.9079 -1.6 -0.2 3.1
H 1.7610 2.1018 0.0154 -1.1 -0.7 0.3
H -3.9138 0.1737 -1.0385 3.4 -1.4 3.8
C 1.6290 -0.3212 0.0672 2.5 -3.3 -1.9
H 2.2045 -0.4100 1.1437 -1.4 1.1 -2.6
N -3.0102 -0.3221 -0.0613 -4.0 2.9 1.3
H -3.6505 0.1071 1.1468 2.0 -1.4 -4.6
H 0.1022 2.3647 -0.7938 1.2 -0.9 2.6
C 0.6813 1.8112 0.1367 -2.6 3.9 -0.3


[2]
17
Properties=species:S:1:pos:R:3:forces:R:3 method="wB97M-V/def2-TZVPD" e_lumo_ev=0.06 spin_multiplicity=1 smiles="[H]/N=C(/N)C(=S)N(C)C" orbital_gap_ev=8.57 e_homo_ev=-8.51
H 0.3058 -2.6527 0.0223 -2.2 -0.2 -0.9
H 0.9009 3.0335 -1.0526 -2.7 -1.8 -1.8
H -0.5663 1.1527 1.0983 0.1 -3.2 2.0
H -1.0796 -2.3841 1.1574 0.7 0.3 -0.2
N -0.1062 -0.7168 0.2789 -1.7 -1.0 -0.4
H -0.1075 2.0789 -2.2738 -0.3 0.0 -1.5
H -1.5172 -0.4571 1.8626 2.8 1.2 -0.4
C -0.6595 -2.0590 0.1832 1.0 -0.4 1.9
S -0.2881 -0.9384 -2.3376 0.2 1.7 0.3
N 0.1601 2.2200 -1.3416 4.0 3.1 3.4
C 0.7702 1.1520 -0.7125 -2.6 -0.2 -2.2
H 2.0102 0.4162 0.6718 -0.7 1.7 -2.2
C -0.4376 -0.0507 1.5016 -1.2 4.1 0.5
H -1.5624 -1.9354 -0.4280 0.7 -1.2 -0.8
C -0.0298 -0.0736 -0.9198 1.5 -2.9 0.6
H 0.4299 -0.0284 2.2916 -2.0 -0.4 -1.3
N 1.7771 1.2429 -0.0017 2.5 -0.7 3.0


[3]
17
Properties=species:S:1:pos:R:3:forces:R:3 method="wB97M-V/def2-TZVPD" e_lumo_ev=-0.17 spin_multiplicity=1 orbital_gap_ev=7.82 e_homo_ev=-7.99
N 0.4755 1.5208 -0.1450 -2.8 -1.7 0.1
H 1.3655 -2.5980 1.7700 -1.1 -1.0 -3.8
N 0.2847 2.9509 -0.1749 -3.8 0.6 -2.5
H -2.2929 1.6749 -0.7464 -1.4 1.7 -0.9
S 1.7233 -1.0892 -0.1369 -4.0 -0.7 -0.1
H -0.4479 -2.7520 0.2984 5.1 0.3 0.6
C -2.0824 0.7480 -0.3520 0.4 -4.2 6.8
H -0.3919 3.1120 -1.1161 2.6 -0.2 3.0
C -2.8094 0.1101 0.7764 0.1 3.4 -0.3
H -2.4853 -0.6478 1.5960 0.3 1.0 -2.5
H 1.4579 1.1435 -0.0503 -1.8 1.0 -0.1
C -0.6066 0.4445 -0.3307 4.7 -3.1 0.0
H -0.3675 3.4399 0.5841 1.8 -2.3 -1.3
H 1.7530 -3.4384 -0.2044 -2.4 1.3 2.8
C 1.0518 -2.6604 0.5180 1.1 -2.3 1.2
N -0.1457 -0.8983 -0.3855 -0.9 7.3 -0.5
H -3.7856 0.6260 1.3268 2.1 -1.2 -2.5


What did the first record say?
17
Properties=species:S:1:pos:R:3:forces:R:3 method="wB97M-V/def2-TZVPD" e_lumo_ev=0.64 spin_multiplicity=1 orbital_gap_ev=9.10 e_homo_ev=-8.46
C 1.2183 -1.8279 -0.2130 -1.7 0.5 -0.5
H 1.8354 -2.3332 0.4643 0.4 -1.5 1.0
H 0.2378 2.2415 1.2247 1.2 -1.1 -3.0
H 1.3083 -2.3286 -1.2144 0.2 1.2 0.7
S -0.6649 -1.9524 0.2083 1.9 0.9 -0.7
N -1.8223 0.5109 -0.0535 -1.4 0.4 -0.9
C -0.7467 -0.1642 -0.0898 -1.5 -1.4 1.3
N 0.4444 0.4256 -0.0347 2.6 1.0 0.4
H 2.3861 -0.0767 -0.9079 -1.6 -0.2 3.1
H 1.7610 2.1018 0.0154 -1.1 -0.7 0.3
H -3.9138 0.1737 -1.0385 3.4 -1.4 3.8
C 1.6290 -0.3212 0.0672 2.5 -3.3 -1.9
H 2.2045 -0.4100 1.1437 -1.4 1.1 -2.6
N -3.0102 -0.3221 -0.0613 -4.0 2.9 1.3
H -3.6505 0.1071 1.1468 2.0 -1.4 -4.6
H 0.1022 2.3647 -0.7938 1.2 -0.9 2.6
C 0.6813 1.8112 0.1367 -2.6 3.9 -0.3


Repeat the first record exactly.
17
Properties=species:S:1:pos:R:3:forces:R:3 method="wB97M-V/def2-TZVPD" e_lumo_ev=0.64 spin_multiplicity=1 orbital_gap_ev=9.10 e_homo_ev=-8.46
C 1.2183 -1.8279 -0.2130 -1.7 0.5 -0.5
H 1.8354 -2.3332 0.4643 0.4 -1.5 1.0
H 0.2378 2.2415 1.2247 1.2 -1.1 -3.0
H 1.3083 -2.3286 -1.2144 0.2 1.2 0.7
S -0.6649 -1.9524 0.2083 1.9 0.9 -0.7
N -1.8223 0.5109 -0.0535 -1.4 0.4 -0.9
C -0.7467 -0.1642 -0.0898 -1.5 -1.4 1.3
N 0.4444 0.4256 -0.0347 2.6 1.0 0.4
H 2.3861 -0.0767 -0.9079 -1.6 -0.2 3.1
H 1.7610 2.1018 0.0154 -1.1 -0.7 0.3
H -3.9138 0.1737 -1.0385 3.4 -1.4 3.8
C 1.6290 -0.3212 0.0672 2.5 -3.3 -1.9
H 2.2045 -0.4100 1.1437 -1.4 1.1 -2.6
N -3.0102 -0.3221 -0.0613 -4.0 2.9 1.3
H -3.6505 0.1071 1.1468 2.0 -1.4 -4.6
H 0.1022 2.3647 -0.7938 1.2 -0.9 2.6
C 0.6813 1.8112 0.1367 -2.6 3.9 -0.3


What did the second record say?
17
Properties=species:S:1:pos:R:3:forces:R:3 method="wB97M-V/def2-TZVPD" e_lumo_ev=0.06 spin_multiplicity=1 smiles="[H]/N=C(/N)C(=S)N(C)C" orbital_gap_ev=8.57 e_homo_ev=-8.51
H 0.3058 -2.6527 0.0223 -2.2 -0.2 -0.9
H 0.9009 3.0335 -1.0526 -2.7 -1.8 -1.8
H -0.5663 1.1527 1.0983 0.1 -3.2 2.0
H -1.0796 -2.3841 1.1574 0.7 0.3 -0.2
N -0.1062 -0.7168 0.2789 -1.7 -1.0 -0.4
H -0.1075 2.0789 -2.2738 -0.3 0.0 -1.5
H -1.5172 -0.4571 1.8626 2.8 1.2 -0.4
C -0.6595 -2.0590 0.1832 1.0 -0.4 1.9
S -0.2881 -0.9384 -2.3376 0.2 1.7 0.3
N 0.1601 2.2200 -1.3416 4.0 3.1 3.4
C 0.7702 1.1520 -0.7125 -2.6 -0.2 -2.2
H 2.0102 0.4162 0.6718 -0.7 1.7 -2.2
C -0.4376 -0.0507 1.5016 -1.2 4.1 0.5
H -1.5624 -1.9354 -0.4280 0.7 -1.2 -0.8
C -0.0298 -0.0736 -0.9198 1.5 -2.9 0.6
H 0.4299 -0.0284 2.2916 -2.0 -0.4 -1.3
N 1.7771 1.2429 -0.0017 2.5 -0.7 3.0